# 1
Computed, not measured: an isolated molecule of C4H11N3O in a non-equilibrium geometry, with ωB97M-V/def2-TZVPD.

**SMILES string**: [H]/N=C\[C@@H](CON)NC
**Energy relative to the best compared isomer or geometry (same formula, charge and spin)**: 516.0 kJ/mol
**Total energy**: -10839.8635 eV
**HOMO energy**: -8.47 eV

Geometry as ORCA input:
```
! wB97M-V def2-TZVPD RIJCOSX def2/J DEFGRID3
* xyz 0 1
H -2.21 1.62 1.10
N -2.49 0.76 0.62
C -1.53 0.12 0.12
C -0.15 0.71 -0.65
C 0.88 0.52 0.41
O 0.00 0.78 1.72
N 0.15 0.05 2.91
N -0.01 0.03 -1.90
C 0.64 -1.27 -1.91
H -1.74 -0.86 -0.29
H -0.36 1.76 -0.82
H 1.25 -0.51 0.54
H 1.67 1.26 0.43
H 1.07 0.22 3.32
H 0.03 -0.95 2.74
H 0.40 0.64 -2.60
H 0.14 -1.93 -1.19
H 1.72 -1.24 -1.66
H 0.53 -1.70 -2.90
*
```

=====

# 2
Computed, not measured: a structure of composition C28H25AuCl3GeN4OPS, with ωB97M-V/def2-TZVPD.

**Energy relative to the best compared isomer or geometry (same formula, charge and spin)**: 0.0 kJ/mol
**Total energy**: -155325.4198 eV
**HOMO energy (spin up / spin down)**: -16.56 / -16.98 eV

Geometry as ORCA input:
```
! wB97M-V def2-TZVPD RIJCOSX def2/J DEFGRID3
* xyz 3 2
Au 0.10 0.02 0.02
C -0.87 -0.28 5.08
N -1.41 -1.23 4.10
C -2.32 -2.22 4.40
C -2.58 -2.87 3.25
N -1.82 -2.28 2.24
C -1.10 -1.27 2.80
S 0.15 -0.17 2.28
C -1.87 -2.73 0.88
C -2.84 -3.66 0.51
C -2.83 -4.13 -0.79
C -1.88 -3.65 -1.68
C -1.00 -2.70 -1.23
N -0.99 -2.23 0.03
H -1.30 -0.52 6.05
H -1.15 0.74 4.81
H 0.21 -0.36 5.13
H -2.70 -2.37 5.39
H -3.21 -3.72 3.09
H -3.59 -4.01 1.20
H -3.57 -4.86 -1.10
H -1.83 -4.01 -2.70
H -0.24 -2.30 -1.90
O -1.25 0.68 -2.48
N 0.04 0.36 -2.02
C 0.93 0.67 -2.89
C 2.37 0.48 -2.83
C 2.98 0.61 -4.08
C 4.35 0.40 -4.23
C 5.11 0.07 -3.12
C 4.51 -0.05 -1.87
C 3.15 0.16 -1.71
P 2.57 0.09 0.00
C 3.07 1.57 0.88
C 2.23 2.68 0.98
C 2.68 3.84 1.58
C 3.97 3.89 2.09
C 4.82 2.79 1.99
C 4.37 1.63 1.39
C 3.22 -1.37 0.74
C 3.37 -2.53 -0.04
C 3.85 -3.69 0.54
C 4.16 -3.71 1.90
C 3.99 -2.57 2.68
C 3.51 -1.40 2.12
H -1.79 -0.12 -2.35
H 0.53 1.05 -3.82
H 2.39 0.87 -4.95
H 4.81 0.49 -5.20
H 6.18 -0.08 -3.22
H 5.13 -0.30 -1.02
H 1.23 2.65 0.56
H 2.03 4.70 1.66
H 4.33 4.80 2.56
H 5.82 2.84 2.38
H 5.04 0.78 1.31
H 3.14 -2.51 -1.10
H 3.98 -4.58 -0.06
H 4.54 -4.61 2.35
H 4.24 -2.59 3.73
H 3.38 -0.52 2.73
Cl -1.66 2.73 2.19
Ge -1.70 1.99 0.22
Cl -1.16 3.50 -1.12
Cl -3.52 1.02 -0.21
*
```